No. 1
{
  "formula": "C9H11N3S2",
  "method": "wB97M-V/def2-TZVPD",
  "species": ["H", "S", "C", "H", "N", "C", "S", "C", "H", "C", "H", "H", "C", "H", "C", "H", "H", "H", "C", "N", "C", "N", "H", "H", "C"],
  "xyz": [[-2.15, -0.91, -1.23], [-0.66, -0.17, 1.31], [-2.81, -0.84, -0.39], [-4.24, 0.58, -1.14], [-1.87, 2.56, -0.72], [-3.50, 0.53, -0.36], [0.56, -2.03, -0.73], [-2.06, -1.22, 0.89], [3.23, -1.94, 0.61], [2.67, 2.19, 0.13], [-4.06, 0.68, 0.60], [3.45, -1.70, -1.16], [3.64, -1.26, -0.15], [-3.62, -1.58, -0.53], [1.44, 1.68, 0.22], [2.97, 3.24, 0.16], [4.72, -1.11, -0.01], [-2.70, -1.15, 1.77], [2.98, 0.08, -0.05], [1.61, 0.29, 0.10], [-2.57, 1.66, -0.55], [3.62, 1.20, -0.02], [-1.67, -2.26, 0.84], [0.47, 2.13, 0.27], [0.57, -0.66, 0.15]],
  "fmax_ev_per_a": 1.2,
  "multiplicity": 1,
  "total_energy_ha": -1310.18134,
  "gap_ev": 8.36,
  "smiles": "Cc1nccn1C(=S)SCCCC#N",
  "e_above_lowest_ev": 0.0000
}


No. 2
{
  "formula": "C9H11N4",
  "method": "wB97M-V/def2-TZVPD",
  "species": ["H", "C", "C", "C", "C", "H", "C", "N", "H", "H", "H", "H", "N", "C", "H", "H", "C", "H", "H", "H", "N", "C", "C", "N"],
  "xyz": [[1.24, -2.85, 0.13], [0.53, -1.00, -0.06], [-2.42, 0.04, -1.20], [2.88, -1.49, -0.04], [-2.61, -0.43, 1.01], [1.54, 2.74, -0.11], [-3.57, 0.49, 0.71], [1.53, -1.90, -0.01], [-4.06, 1.31, -1.45], [3.12, 2.32, 0.54], [-4.20, 0.83, 1.46], [3.66, -2.32, -0.01], [-1.92, -0.73, -0.13], [3.19, -0.14, -0.03], [-0.16, 0.86, 0.07], [-2.37, -0.78, 2.04], [2.08, 0.78, -0.01], [-1.86, -0.16, -2.15], [-0.88, -2.56, -0.12], [4.16, 0.11, 0.02], [2.30, 2.07, 0.09], [-3.51, 0.70, -0.72], [0.77, 0.31, 0.00], [-0.93, -1.59, -0.32]],
  "fmax_ev_per_a": 6.9,
  "multiplicity": 1,
  "total_energy_ha": -568.26714,
  "charge": 1,
  "gap_ev": 8.00,
  "smiles": "Nc1cc[nH]/c(=[NH+]/n2cccc2)c1",
  "e_above_lowest_ev": 2.1715
}


No. 3
{
  "formula": "C9H11N5P",
  "method": "wB97M-V/def2-TZVPD",
  "species": ["H", "N", "C", "C", "H", "C", "H", "N", "H", "C", "C", "H", "C", "N", "H", "N", "N", "H", "C", "C", "H", "C", "H", "H", "H", "P"],
  "xyz": [[-0.44, 1.81, -1.60], [3.34, 1.25, -3.96], [3.10, -0.19, -0.66], [-1.94, -1.81, 0.07], [-3.50, 0.23, 0.79], [2.95, 0.74, -3.01], [4.16, -0.12, -0.48], [-1.63, -0.72, 0.99], [-2.85, -1.39, -0.40], [-2.10, 1.39, 1.85], [2.42, 0.25, -1.79], [-0.57, 2.02, 3.20], [-2.50, 0.33, 1.09], [0.98, -0.49, -0.23], [-2.14, -2.73, 0.61], [2.29, -0.62, 0.26], [-0.09, 0.27, 2.36], [0.22, -1.52, 1.48], [1.08, -0.05, -1.47], [-0.41, -0.66, 1.52], [2.61, -1.03, 1.10], [-0.89, 1.27, 2.54], [0.17, 0.94, -3.51], [-2.78, 2.24, 2.09], [-1.04, -1.91, -0.51], [-0.44, 0.48, -2.32]],
  "fmax_ev_per_a": 2.9,
  "multiplicity": 1,
  "total_energy_ha": -964.35936,
  "charge": 1,
  "gap_ev": 8.55,
  "e_above_lowest_ev": 0.0000
}


No. 4
{
  "formula": "C9H11NO",
  "method": "wB97M-V/def2-TZVPD",
  "species": ["C", "C", "H", "H", "N", "C", "C", "H", "H", "C", "H", "C", "C", "H", "C", "H", "H", "H", "H", "O", "H", "C"],
  "xyz": [[0.90, 0.87, -0.23], [-3.32, -0.07, -0.12], [-3.48, 2.01, 0.53], [3.15, 1.04, -1.35], [1.79, -0.12, -0.21], [-2.80, 1.17, 0.30], [3.17, 0.24, -0.43], [0.42, -1.29, 1.27], [-4.61, -0.38, 0.12], [-0.62, 0.48, -0.17], [-2.93, -2.11, -0.85], [1.68, -1.29, 0.80], [-2.44, -0.99, -0.56], [2.06, -2.08, 0.29], [-1.52, 1.38, 0.26], [3.61, 0.89, 0.41], [-0.56, -1.40, -1.11], [-0.91, 2.25, 0.74], [2.29, -1.20, 1.64], [1.20, 2.03, -0.27], [4.00, -0.63, -0.52], [-1.11, -0.80, -0.53]],
  "fmax_ev_per_a": 7.1,
  "multiplicity": 1,
  "total_energy_ha": -479.39595,
  "gap_ev": 10.11,
  "e_above_lowest_ev": 4.0456
}


No. 5
{
  "formula": "C9H11NO2S",
  "method": "wB97M-V/def2-TZVPD",
  "species": ["H", "C", "H", "H", "C", "C", "H", "O", "H", "C", "H", "C", "C", "H", "S", "H", "H", "C", "H", "N", "C", "O", "C", "H"],
  "xyz": [[3.19, -0.84, -2.26], [2.52, -0.63, -1.42], [1.89, -3.23, -1.00], [-2.64, 1.96, 3.69], [0.42, -0.95, -0.21], [-1.47, 0.20, 3.42], [3.01, -0.93, -0.52], [0.46, -1.86, 0.79], [0.57, -0.86, -2.31], [1.13, -1.30, -1.48], [-0.95, 2.23, 3.80], [-0.10, -1.51, 1.95], [-1.69, 1.67, 3.26], [-2.35, -0.41, 3.53], [-1.54, 2.11, 1.44], [-0.86, 0.01, 4.32], [0.33, -3.31, -1.81], [-0.71, -0.26, 2.16], [1.79, -2.91, -2.76], [-0.08, 0.26, -0.06], [-0.72, 0.60, 1.12], [-0.07, -2.23, 2.96], [1.28, -2.78, -1.80], [2.39, 0.46, -1.34]],
  "fmax_ev_per_a": 5.9,
  "multiplicity": 1,
  "total_energy_ha": -952.96472,
  "gap_ev": 8.73,
  "smiles": "CC(C)c1nc2c(c(=O)o1)CCS2",
  "e_above_lowest_ev": 0.7854
}


No. 6
{
  "formula": "C9H11NO2S",
  "method": "wB97M-V/def2-TZVPD",
  "species": ["H", "H", "C", "H", "H", "O", "O", "C", "C", "H", "H", "H", "N", "C", "C", "S", "H", "H", "C", "H", "C", "C", "H", "C"],
  "xyz": [[-1.84, 1.29, -1.26], [1.17, 2.83, -0.39], [-2.61, 0.54, -1.08], [0.15, -1.30, -1.44], [0.08, -0.44, 2.62], [-1.35, -2.30, 0.61], [-3.68, 0.71, -1.56], [0.07, 1.07, 0.45], [-1.20, -1.15, 0.30], [1.66, -0.64, 1.83], [0.66, -2.05, 1.93], [1.37, -2.11, -0.37], [-2.24, -0.57, -0.40], [0.93, -1.13, -0.69], [1.00, 1.73, -0.26], [-1.32, 1.76, 1.25], [2.91, -0.68, -1.95], [-0.72, 2.68, 2.09], [0.13, -0.51, 0.43], [-2.98, -1.25, -0.46], [2.11, 1.06, -0.89], [0.68, -0.92, 1.81], [2.97, 1.63, -1.34], [2.05, -0.26, -1.25]],
  "fmax_ev_per_a": 3.7,
  "multiplicity": 1,
  "total_energy_ha": -952.91323,
  "gap_ev": 8.64,
  "smiles": "C[C@]1(C(=O)NC=O)CC=CC=C1S",
  "e_above_lowest_ev": 2.1864
}


No. 7
{
  "formula": "C9H11NO3",
  "method": "wB97M-V/def2-TZVPD",
  "species": ["C", "H", "O", "H", "O", "C", "C", "H", "C", "H", "O", "N", "C", "C", "C", "H", "H", "H", "H", "H", "C", "H", "C", "H"],
  "xyz": [[0.72, 2.02, -0.49], [-2.78, -2.38, -0.34], [-3.63, -0.55, -0.35], [2.94, -0.68, 1.57], [3.59, -1.21, -0.22], [2.87, -0.33, 0.52], [1.38, -0.44, -0.04], [3.18, 0.74, 0.31], [-1.25, -1.18, 0.09], [-2.88, -1.69, 1.25], [-1.77, 1.20, 0.37], [-0.36, -2.13, -0.11], [0.92, -1.80, -0.14], [-0.87, 0.12, 0.12], [0.08, 3.09, 0.02], [-2.70, 0.79, 0.38], [3.28, -0.97, -1.03], [0.43, 4.06, -0.07], [-3.45, -0.33, -1.31], [1.61, 2.16, -0.95], [0.47, 0.57, -0.15], [1.70, -2.53, -0.16], [-2.65, -1.53, 0.21], [-0.80, 3.02, 0.53]],
  "fmax_ev_per_a": 4.5,
  "multiplicity": 1,
  "total_energy_ha": -629.91094,
  "gap_ev": 9.04,
  "smiles": "C=Cc1c(CO)cnc(CO)c1O",
  "e_above_lowest_ev": 4.0108
}


No. 8
{
  "formula": "C9H11NO4Sr",
  "method": "wB97M-V/def2-TZVPD",
  "species": ["H", "H", "H", "Sr", "H", "O", "C", "N", "C", "C", "H", "H", "C", "O", "H", "C", "C", "C", "H", "O", "H", "H", "C", "H", "O", "C"],
  "xyz": [[-1.27, 0.39, 3.83], [-1.63, -1.13, 1.90], [-0.40, 2.33, 2.72], [-0.20, -0.03, -3.23], [-1.42, 1.42, 1.61], [-3.13, -1.78, -5.02], [0.53, 0.47, -0.02], [0.40, -0.86, 0.18], [0.46, -1.52, 1.50], [-2.25, -1.28, -4.46], [0.48, 0.22, 3.68], [0.83, 2.40, 0.71], [-0.46, 0.23, 3.11], [0.45, 0.91, -1.22], [1.42, -1.32, 1.98], [-0.46, 1.40, 2.14], [-0.67, -1.12, 2.43], [0.70, 1.39, 1.14], [1.63, 1.09, 1.65], [-0.03, 3.36, -4.83], [-0.73, -1.89, 3.21], [0.41, -2.60, 1.32], [1.90, -1.20, -4.39], [0.69, -1.45, -0.61], [2.85, -1.68, -4.84], [-0.10, 2.26, -4.49]],
  "fmax_ev_per_a": 5.6,
  "multiplicity": 1,
  "total_energy_ha": -735.45514,
  "charge": 2,
  "gap_ev": 8.83,
  "e_above_lowest_ev": 0.0000
}


No. 9
{
  "formula": "C9H11NOS",
  "method": "wB97M-V/def2-TZVPD",
  "species": ["H", "H", "H", "H", "C", "C", "H", "S", "C", "C", "O", "C", "N", "H", "H", "C", "C", "H", "H", "H", "C", "H", "C"],
  "xyz": [[2.41, -2.48, 0.00], [2.03, 1.39, 0.15], [-0.79, 2.87, -1.02], [0.06, -3.36, -0.07], [-1.92, -2.38, 0.11], [-0.44, 1.62, 1.41], [-0.27, 0.82, 2.06], [-2.42, -0.74, 0.09], [2.63, -1.41, -0.10], [1.24, 0.80, -0.31], [3.72, -0.88, -0.16], [-0.56, -2.52, -0.02], [1.41, -0.83, -0.05], [0.20, 2.41, 1.86], [-2.75, -3.16, 0.12], [-0.81, -0.27, 0.02], [-0.20, 1.14, 0.00], [-1.45, 2.17, 1.57], [-2.03, 1.72, -1.11], [1.60, 1.00, -1.29], [0.11, -1.29, -0.07], [-0.75, 1.54, -2.05], [-1.02, 1.85, -1.12]],
  "fmax_ev_per_a": 4.8,
  "multiplicity": 1,
  "total_energy_ha": -877.66162,
  "gap_ev": 8.70,
  "smiles": "CC1(C)CN(C=O)c2ccsc21",
  "e_above_lowest_ev": 2.0655
}